(1)
Below is a 2-piece molecular cluster, C8H15N2O3 overall, with properties calculated with ωB97M-V/def2-TZVPD.

Last column: Löwdin charge in e.
Positions of all 28 atoms, in Å:
C -0.27 -0.62 -1.60  0.0302
H -0.53 3.98 -0.10  0.1068
H 1.09 3.23 0.55  0.1095
H -0.65 -0.27 -2.62  0.1580
H -2.62 -2.03 0.94  0.0749
H 0.73 -1.69 2.11  0.1707
C 1.06 -0.76 -1.21  0.0965
H -1.95 -1.75 2.39  0.0792
H 4.64 -1.69 -0.07  0.1381
H -0.30 3.74 1.75  0.1310
H 3.76 -0.44 -0.74  0.0662
C 0.40 -1.44 1.06  0.1104
C -0.01 3.34 0.69  -0.0625
C 1.39 -1.20 0.15  -0.2454
H -3.29 -0.44 -0.21  0.1437
H -0.83 0.04 0.79  0.1584
N -2.13 -1.41 1.50  0.1225
H 3.51 -1.96 -1.30  0.0637
O -1.91 2.00 0.06  -0.0394
C 3.62 -1.41 -0.47  -0.0663
O -0.51 2.03 0.41  -0.2538
H 1.81 -0.60 -1.86  0.0781
O 2.65 -1.49 0.55  -0.0385
H -2.76 0.22 -1.67  0.1075
N -2.58 -0.44 -0.97  0.1910
C -0.99 -1.05 0.73  -0.3216
H -2.01 2.96 -0.16  0.1049
C -1.33 -0.83 -0.69  -0.2138

Results
HOMO level: -0.452 Eh
Kohn-Sham gap: 7.85 eV
max |F|: 4.76 eV/A
energy: -648.6194 Eh
LUMO energy: -0.1636 hartree
charge: +1

=====

(2)
Below is a 3-piece molecular cluster, C3H11NO4 overall, with properties calculated with ωB97M-V/def2-TZVPD.

Last column: Mulliken spin population.
Positions of all 19 atoms, in Å:
H 0.96 2.28 -1.63  0.0002
O 1.35 2.81 -0.94  0.0002
O -2.73 0.49 2.10  0.0804
O -0.96 -0.44 0.29  0.8409
H 2.03 0.27 1.00  0.0102
H 0.54 -6.79 -3.22  0.0000
N -0.14 1.62 0.52  0.0171
C 0.03 0.33 0.44  -0.0182
H -2.32 -0.14 2.72  -0.0040
H 1.76 2.56 0.99  -0.0007
H 1.77 0.11 -0.68  -0.0020
H -2.90 -0.09 1.34  -0.0047
H 0.34 3.57 0.64  0.0034
H 1.55 -1.30 0.38  0.0029
C 1.41 -0.23 0.27  0.0689
C 0.88 2.69 0.37  0.0033
O 0.42 -5.94 -2.80  0.0000
H -1.07 1.97 0.69  0.0021
H 1.21 -5.42 -2.99  0.0000

Results
HOMO level (spin up / spin down): -0.498 / -0.498 Eh
Kohn-Sham gap (spin up / spin down): 9.31 / 4.63 eV
max |F|: 1.24 eV/A
energy: -476.2691 Eh
LUMO energy (spin up / spin down): -0.1559 / -0.3277 hartree
multiplicity: 2
charge: +1

=====

(3)
Below is C20H38N8OsSSi2 as an isolated structure, with properties calculated with ωB97M-V/def2-TZVPD.

Last column: Löwdin charge in e.
Positions of all 70 atoms, in Å:
H -3.52 -1.70 -5.19  0.1312
H -0.59 1.38 3.55  0.0219
H -1.65 -4.03 -5.24  0.1285
Si -1.70 -0.46 2.32  0.4287
H 1.67 4.58 0.75  0.1367
H -1.82 -1.69 -5.66  0.1268
H -2.11 -2.68 3.36  0.0410
H 3.72 -3.54 -1.35  0.0444
C -2.45 -3.56 -4.68  -0.0755
C 4.19 -0.25 -1.64  -0.1458
N 0.18 1.23 -0.64  -0.1688
H -0.01 6.10 1.60  0.1480
C -2.04 -2.46 -2.68  -0.7334
C 1.02 -1.89 3.33  -0.0203
C -1.73 5.30 0.63  -0.0622
H 0.17 -1.86 4.00  0.0933
N -0.33 3.17 -1.39  0.1156
H -2.16 4.34 0.32  0.0675
H 1.29 1.90 1.07  0.1582
C 3.00 -3.10 -2.05  -0.1465
H -1.69 5.94 -0.25  0.0886
H -2.21 -0.52 -3.32  0.1466
H 3.42 -3.21 -3.05  0.0515
H -3.52 1.03 1.78  0.0552
H -3.39 -4.06 -4.92  0.1314
C 0.69 4.65 0.28  -0.0777
H 4.10 -2.20 0.93  0.1101
H 3.95 0.78 -1.37  0.0390
C -2.66 -2.00 2.71  -0.1496
C -0.37 5.12 1.28  -0.4000
Os -0.04 -0.80 -0.60  1.0419
H 0.76 5.31 -0.58  0.1377
N -2.18 -3.64 -3.24  0.0644
H -2.92 -2.54 1.80  0.0131
C 0.89 -1.47 1.98  -0.2903
H 0.26 -0.80 -2.53  -0.0532
N 0.39 3.31 -0.27  -0.0618
H 4.66 -0.23 -2.63  0.0536
H -2.43 5.74 1.34  0.0912
H -2.10 -4.50 -2.71  0.1601
H -0.67 -0.04 4.59  0.0315
H 4.94 -0.62 -0.94  0.0425
N -2.18 -1.50 -3.58  0.0503
Si 2.69 -1.32 -1.67  0.4591
S -1.82 -2.20 -0.97  0.6753
H 0.54 4.06 2.96  0.0891
H -3.59 -1.73 3.22  0.0523
C 2.21 -2.37 3.77  -0.0305
H 2.08 -3.68 -2.00  0.0414
H -2.11 0.91 4.28  0.0555
C -0.44 4.21 2.50  -0.0682
H 2.30 -2.70 4.79  0.1232
C 3.25 -2.11 1.60  -0.0118
H 4.27 -2.86 3.30  0.1210
C 2.02 -1.59 1.12  -0.2808
N -0.22 -0.98 1.40  -0.1739
H 1.35 -1.11 -3.78  0.0610
C -1.20 0.52 3.82  -0.1465
H -2.11 1.55 0.88  0.0019
C 0.71 2.11 0.19  -0.0824
C 1.34 -0.60 -2.81  -0.1889
H 1.44 0.47 -2.98  0.0379
H -3.07 0.17 0.32  0.0047
N -0.46 1.92 -1.62  0.0256
H -1.10 4.63 3.25  0.0960
C -2.67 0.66 1.20  -0.1766
N 1.78 -1.20 -0.13  -0.1787
C 3.34 -2.47 2.91  -0.0405
H -0.85 3.23 2.23  0.0454
C -2.53 -2.03 -4.91  -0.0760

Results
HOMO level (spin up / spin down): -0.489 / -0.490 Eh
Kohn-Sham gap (spin up / spin down): 6.49 / 6.47 eV
max |F|: 0.31 eV/A
energy: -2290.3895 Eh
LUMO energy (spin up / spin down): -0.2500 / -0.2522 hartree
charge: +2

=====

(4)
Below is one molecule with the formula C28H29BO5, with properties calculated with ωB97M-V/def2-TZVPD.

Last column: Löwdin charge in e.
Positions of all 63 atoms, in Å:
H 0.73 3.34 0.17  0.1188
H 2.80 -0.15 -3.38  0.0914
H 0.67 -1.61 4.88  0.0958
C 3.69 1.79 0.55  -0.3248
C -2.61 -0.34 -3.65  -0.0785
O 2.78 0.77 0.57  0.0559
H 3.01 1.51 4.37  0.0896
H 5.41 1.20 1.71  0.0794
H -2.01 2.96 -3.78  0.1008
C -1.78 -4.50 0.11  0.0217
B 0.26 0.39 0.31  -0.5541
H 3.42 3.96 0.34  0.0946
C 5.09 1.36 0.68  -0.0289
H -4.64 -0.67 -0.74  0.0878
C -1.71 1.74 1.44  -0.0083
H 5.74 2.15 0.30  0.0792
C -1.92 1.92 -3.45  -0.0606
C 0.18 -1.66 -0.62  -0.2692
C 0.68 -3.71 0.19  0.0283
O 1.54 -0.33 -1.80  -0.1075
C 1.80 0.24 -3.12  -0.0418
H -0.31 2.31 -2.08  0.1215
O 1.19 0.66 2.64  0.0303
C -0.69 -3.54 0.04  -0.2682
H -2.75 -4.06 -0.11  0.1048
C 3.01 2.97 0.37  -0.0245
H -5.40 0.71 0.11  0.0859
H -3.80 2.52 1.47  0.1058
H 5.29 0.46 0.10  0.0805
O -1.05 -2.26 -0.24  0.0992
H -3.21 -1.12 -4.11  0.0995
C 2.10 1.08 4.81  -0.0185
C -3.09 1.77 1.13  -0.0226
H -3.52 1.24 -4.78  0.1036
H 2.29 -2.15 0.22  0.1555
C 1.59 2.66 0.31  -0.0126
H 1.49 1.91 5.20  0.0891
H -1.16 2.46 2.03  0.1194
C -2.79 0.98 -4.01  -0.0987
C 1.28 -2.45 -0.02  0.1896
C 0.72 -1.01 3.99  -0.0283
H -1.82 -5.00 1.09  0.1091
H 1.12 -4.64 0.56  0.1374
C -1.17 0.68 0.75  -0.1350
C 1.52 1.30 0.44  -0.1863
H 0.13 -1.93 -1.69  0.1916
C 0.11 -1.28 2.72  -0.0246
C 0.29 -0.30 -1.07  -0.2712
H -1.52 -1.78 -2.51  0.1076
C 0.50 -0.26 1.85  -0.0900
C -0.97 1.54 -2.48  0.0004
C 1.36 0.21 3.90  -0.3222
H -1.54 -5.28 -0.64  0.1115
H -4.56 0.98 -1.41  0.0823
C -4.53 0.39 -0.48  -0.0314
H 1.13 -0.04 -3.96  0.0939
C -0.85 0.21 -2.04  -0.1048
H 1.87 1.33 -3.11  0.0905
H 2.40 0.46 5.67  0.0847
C -1.64 -0.73 -2.70  -0.0289
C -3.34 0.72 0.29  -0.3392
O -2.20 0.00 0.12  0.0352
H -0.59 -2.10 2.55  0.1086

Results
HOMO level: -0.222 Eh
Kohn-Sham gap: 4.42 eV
max |F|: 4.03 eV/A
energy: -1485.1237 Eh
LUMO energy: -0.0589 hartree

=====

(5)
Below is one molecule with the formula C3H7NO2, with properties calculated with ωB97M-V/def2-TZVPD.

Last column: Löwdin charge in e.
Positions of all 13 atoms, in Å:
O 1.26 -1.46 0.49  0.0806
C 1.32 -0.35 0.00  -0.6292
H -1.16 0.15 1.31  0.0802
C -1.70 0.24 0.37  -0.0663
H 2.15 1.51 0.00  0.1059
H -2.67 -0.25 0.49  0.0789
N 2.34 0.53 0.17  0.1762
C -0.91 -0.42 -0.75  -0.2269
H -0.79 -1.49 -0.57  0.1147
O 0.38 0.19 -0.82  -0.0231
H -1.36 -0.26 -1.73  0.1219
H -1.87 1.30 0.16  0.0778
H 3.01 0.31 0.89  0.1093

Results
SMILES string: CCOC(N)=O
HOMO level: -0.383 Eh
Kohn-Sham gap: 11.35 eV
max |F|: 0.45 eV/A
energy: -323.7741 Eh
LUMO energy: 0.0343 hartree

=====

(6)
Below is a 3-piece molecular cluster, CH8N2O2 overall, with properties calculated with ωB97M-V/def2-TZVPD.

Last column: Löwdin charge in e.
Positions of all 13 atoms, in Å:
N 1.94 0.07 1.04  0.0468
H 0.21 1.78 -0.05  0.0519
H -0.79 1.60 1.30  0.0822
O -2.28 -3.43 -0.29  -0.0590
H 0.09 2.57 -3.04  0.0191
H -2.91 -4.04 0.07  0.0142
N -0.08 1.19 0.72  0.0728
H -1.55 -3.61 0.34  0.0432
O 0.26 2.35 -2.15  -0.0509
H 2.21 -0.83 1.44  0.0198
C 0.68 0.18 1.22  -0.4028
H 0.11 -0.58 1.77  0.1062
H 1.01 1.74 -2.25  0.0566

Results
SMILES string: [H]/N=C/N.O.O
HOMO level: -0.335 Eh
Kohn-Sham gap: 9.87 eV
max |F|: 1.44 eV/A
energy: -302.8701 Eh
LUMO energy: 0.0273 hartree

=====

(7)
Below is one molecule with the formula C2H3NOS2, with properties calculated with ωB97M-V/def2-TZVPD.

Last column: Löwdin charge in e.
Positions of all 9 atoms, in Å:
S -0.96 -2.17 -1.41  0.5990
N 0.02 -0.24 0.26  -0.3402
H -1.32 -0.56 1.34  0.1490
S 1.43 1.62 1.69  0.6650
H 0.65 1.47 -0.70  0.0302
O -0.34 -0.72 1.45  -0.0256
H 0.01 0.22 -1.82  0.1185
C -0.17 -0.72 -1.10  -0.6184
C 0.69 1.09 0.30  -0.5775

Results
SMILES string: ON(C=S)C=S
HOMO level: -0.335 Eh
Kohn-Sham gap: 8.03 eV
max |F|: 6.59 eV/A
energy: -1004.2429 Eh
LUMO energy: -0.0397 hartree

=====

(8)
Below is an isolated ion of composition C3H3N2O2S and charge -1, with properties calculated with ωB97M-V/def2-TZVPD.

Last column: Löwdin charge in e.
Positions of all 11 atoms, in Å:
O -0.75 -0.13 1.49  -0.0677
H 0.81 0.36 1.39  0.0489
H -2.69 0.77 -0.35  0.0603
C -0.86 -0.30 0.29  -0.7497
S 1.30 2.02 -0.07  0.5464
N 1.63 0.59 0.64  -0.4403
C -1.77 0.15 -0.61  0.0332
N 0.18 -1.04 -0.32  0.1570
O 2.48 -1.38 -0.58  0.0081
H -1.75 -0.14 -1.57  -0.0211
C 1.41 -0.91 -0.30  -0.5752

Results
HOMO level (spin up / spin down): -0.137 / -0.139 Eh
Kohn-Sham gap (spin up / spin down): 5.76 / 5.85 eV
max |F|: 4.17 eV/A
energy: -774.2314 Eh
LUMO energy (spin up / spin down): 0.0750 / 0.0761 hartree
charge: -1

=====

Taking the records one at a time from the top gives relative energy (zero: lowest compared OMol25 entry of this formula, charge and spin) values of 6.791, 1.611, 0.000, 2.754, 0.186, 0.742, 3.937, 3.697 eV.